Below is 9 unconnected molecules or ions with the total composition H18O9 in a non-equilibrium geometry, with properties calculated with ωB97M-V/def2-TZVPD.

The orbital gap comes out at 10.13 eV. As for the net charge: 0. As for the LUMO energy: -0.3 eV. The HOMO energy comes out at -10.41 eV. For the molecular weight, the calculation gives 162.14 g mol⁻¹. Its largest force on an atom is 0.063 Eh/bohr. Its SMILES is O.O.O.O.O.O.O.O.O. For the energy above the lowest of the compared OMol25 structures with the same formula, charge and spin, the calculation gives 60.4 kcal per mole. The calculation puts the total energy at -18719.5179 eV.

Atoms and positions in Å:
O 0.264928 0.746932 -1.907447
H 0.499291 0.261721 -2.749975
H -0.137441 1.533544 -2.232075
O -2.856197 1.462040 1.655195
H -2.007678 1.154449 1.484930
H -2.954545 1.877633 2.519474
O -2.046846 -0.846567 -2.419463
H -1.231770 -0.331572 -2.304254
H -1.875694 -1.775980 -2.238017
O 0.925307 0.130343 2.516877
H 0.280988 -0.520461 2.737344
H 1.792752 -0.296753 2.404725
O 1.622886 -1.714294 -0.935057
H 0.913208 -1.895774 -0.263711
H 2.103146 -0.956590 -0.612001
O 1.701887 1.935885 -0.143724
H 0.972827 2.108848 0.447070
H 1.285852 1.553877 -0.935360
O -0.791596 -0.154866 0.272986
H -0.515794 0.204893 -0.549552
H -0.128083 0.011286 0.915933
O -2.554405 -2.137883 0.708426
H -3.369832 -1.625183 0.765887
H -1.919721 -1.381953 0.540692
O 3.267192 -0.174658 0.293873
H 4.060976 0.197943 -0.230271
H 2.698363 0.633138 0.257494

Atomic forces in eV per Å
0.729 -1.306 -2.375
0.089 0.342 1.423
-0.808 1.377 -0.495
-3.054 1.044 0.307
2.436 -0.830 -0.148
0.521 -0.252 -0.231
-0.065 0.488 -0.370
-0.629 -0.946 0.120
0.253 0.147 0.198
0.951 0.963 -0.595
-0.466 -1.079 0.581
-0.485 -0.016 0.074
-2.148 -1.262 0.044
1.036 0.285 -1.055
0.708 0.182 0.516
0.347 0.352 -0.123
-0.231 0.171 0.524
0.304 0.003 0.212
-1.684 -0.498 0.872
0.450 0.223 -1.000
1.407 0.323 0.964
0.540 1.244 -0.124
-0.207 -0.339 0.048
-0.582 -1.204 0.072
2.127 1.949 -1.150
-1.573 -1.251 1.329
0.035 -0.111 0.383

=====

Below is 3 unconnected molecules or ions with the total composition C4H14NO2S, with properties calculated with ωB97M-V/def2-TZVPD.

The spin multiplicity is 2. As for the expectation value of S²: 0.751. The orbital gap (alpha / beta) comes out at 2.05 / 6.45 eV. As for the net charge: -2. As for the LUMO energy (alpha / beta): 6.0 / 6.1 eV. The HOMO energy (alpha / beta) comes out at 3.92 / -0.39 eV. For the molecular weight, the calculation gives 140.23 g mol⁻¹. Its largest force on an atom is 0.018 Eh/bohr. For the energy above the lowest of the compared OMol25 structures with the same formula, charge and spin, the calculation gives 2.6 kcal per mole. The calculation puts the total energy at -20792.5428 eV.

Atoms and positions in Å:
C 0.516929 -1.466125 0.175274
C -0.992529 -1.459848 0.515759
S -1.492186 -0.228323 1.792216
C 0.976794 -0.372875 -0.756517
N 2.398429 -0.053035 -0.708384
C 2.718608 1.177987 -0.019560
H 0.992218 -1.386277 1.143290
H 0.806115 -2.437480 -0.258323
H -1.185582 -2.459406 0.880978
H -1.586715 -1.217210 -0.351932
H 0.676768 -0.655679 -1.789398
H 0.433456 0.557323 -0.565348
H 2.962284 -0.810587 -0.358941
H 2.621139 1.093113 1.049341
H 2.054225 1.969093 -0.391123
H 3.720856 1.505307 -0.284338
H -3.793767 -0.348348 0.609478
H -3.496865 0.379082 -0.671351
O -4.055829 -0.325990 -0.329600
H -0.806359 1.748764 0.228285
H -2.065699 2.471726 0.386731
O -1.402289 2.318788 -0.296536

Atomic forces in eV per Å
-0.657 -0.132 0.361
0.646 0.585 0.262
0.224 -0.145 0.090
-0.195 0.234 -0.536
0.020 0.050 -0.747
-0.145 0.177 -0.605
0.507 0.120 0.251
-0.048 0.011 0.044
-0.541 -0.311 -0.043
-0.191 -0.426 -0.514
0.200 0.068 0.303
0.099 -0.263 0.111
-0.122 -0.191 0.107
-0.157 0.215 0.687
0.127 -0.151 0.251
0.342 0.059 0.070
0.431 -0.050 -0.077
0.213 0.043 0.055
-0.508 0.043 -0.030
-0.238 -0.121 -0.132
-0.193 0.018 -0.050
0.186 0.167 0.144

=====

Below is 3 unconnected molecules or ions with the total composition C6H15NO2 in a non-equilibrium geometry, with properties calculated with ωB97M-V/def2-TZVPD.

The orbital gap comes out at 9.00 eV. As for the net charge: 0. As for the LUMO energy: 0.5 eV. The HOMO energy comes out at -8.47 eV. For the molecular weight, the calculation gives 133.19 g mol⁻¹. Its largest force on an atom is 0.055 Eh/bohr. Its SMILES is CCC=O.C=CC.NO. For the energy above the lowest of the compared OMol25 structures with the same formula, charge and spin, the calculation gives 99.6 kcal per mole. The calculation puts the total energy at -12047.0933 eV.

Atoms and positions in Å:
C 0.188354 -2.117205 1.220918
C -1.292723 -1.915970 0.933516
C -1.591041 -0.964504 -0.196633
O -0.877022 -0.843190 -1.196545
H 0.699567 -2.529325 0.354406
H 0.663243 -1.168459 1.465604
H 0.324909 -2.787998 2.064431
H -1.813679 -1.547790 1.822577
H -1.767891 -2.868873 0.671799
H -2.670928 -0.756599 -0.298185
C -1.082226 1.202580 0.999291
C 0.126864 1.651189 0.608212
C 0.344673 2.561354 -0.539963
H -1.968883 1.653421 0.580613
H -1.195909 0.770504 1.983167
H 1.013665 1.356958 1.154980
H 0.937969 3.425956 -0.233347
H 0.920822 2.040846 -1.319736
H -0.597781 2.899293 -0.967978
N 2.097653 0.416676 -2.099477
O 1.692225 -0.432189 -1.030212
H 2.117305 -0.148192 -2.949156
H 3.059158 0.673074 -1.883605
H 0.671675 -0.571559 -1.144676

Atomic forces in eV per Å
-0.110 0.044 -0.081
0.490 0.699 0.583
0.152 -2.002 -2.018
-1.065 0.216 1.180
0.077 -0.011 -0.014
0.028 0.034 -0.041
0.009 -0.119 0.045
-0.038 -0.102 -0.036
-0.102 0.137 -0.186
0.139 0.703 0.163
0.958 1.484 0.716
-0.953 -0.157 0.358
0.165 -0.190 -0.376
-0.205 -0.177 -0.330
0.019 -0.493 -0.070
0.038 -0.138 0.057
-0.045 0.026 0.021
-0.132 0.160 0.119
-0.033 0.060 0.015
-0.130 0.137 -0.345
-1.285 -0.420 -0.154
0.199 -0.030 0.198
-0.171 -0.219 0.011
1.997 0.356 0.186

=====

Below is 2 unconnected molecules or ions with the total composition C5H8IN in a non-equilibrium geometry, with properties calculated with ωB97M-V/def2-TZVPD.

The orbital gap comes out at 8.39 eV. As for the net charge: 0. As for the LUMO energy: 0.6 eV. The HOMO energy comes out at -7.78 eV. For the molecular weight, the calculation gives 209.03 g mol⁻¹. Its largest force on an atom is 0.072 Eh/bohr. For the energy above the lowest of the compared OMol25 structures with the same formula, charge and spin, the calculation gives 72.0 kcal per mole. The calculation puts the total energy at -14901.1776 eV.

Atoms and positions in Å:
C 2.114260 -2.223628 0.401517
C 1.887006 -0.917324 0.620281
C -1.319752 1.058772 0.338624
C -1.254075 2.514528 0.147595
C -1.588636 -0.991974 -0.926052
N -1.578456 0.141178 -0.395131
I 3.426538 0.540219 0.225796
H 2.980614 -2.652635 0.049076
H 1.305613 -2.834275 0.698097
H -1.619767 3.013904 -0.653850
H -0.212655 2.617936 0.269784
H -1.741762 2.946574 0.956337
H -2.537585 -1.597896 -1.035501
H -0.769335 -1.156871 -1.592927
H 0.907995 -0.458507 0.896359

Atomic forces in eV per Å
-1.888 2.961 1.207
0.443 -0.219 -0.728
-0.143 0.136 0.045
0.456 -2.081 1.606
-1.689 -2.002 -1.885
-0.076 0.925 1.326
-0.762 -0.574 0.163
1.862 -0.667 -0.629
-0.772 -0.945 -0.003
-1.028 0.862 -3.212
1.378 1.004 0.110
-0.492 0.922 1.880
1.220 0.896 0.299
0.483 -0.696 -0.169
1.007 -0.523 -0.010